Entry 1:
# C43H49BaN4O4P2Se2

A molecular structure, C43H49BaN4O4P2Se2 at a distorted geometry (the ωB97M-V functional and the def2-TZVPD basis, the OMol25 dataset).

Each line ends with the Mulliken charge.
Cartesian coordinates (Å):
Ba -0.4837 -0.1561 0.3197  1.660
C -1.0598 2.6484 1.6113  -0.743
C -0.2635 3.4290 0.5821  -0.564
O 0.2516 2.4980 -0.3589  0.325
C 1.2057 3.0247 -1.2673  -0.723
C 1.8376 1.8595 -1.9916  -0.453
O 2.3221 0.8619 -1.0886  -0.070
C 3.4668 1.2530 -0.3492  -0.480
C 3.4930 0.4982 0.9583  -0.787
O 2.2520 0.5576 1.6439  -0.106
C 2.0371 1.7555 2.3795  -0.266
C 0.6880 1.6390 3.0393  -0.901
O -0.3699 1.4775 2.0826  -0.279
H -1.9900 2.2808 1.1631  0.077
H -1.3214 3.2965 2.4472  0.441
H 0.5525 3.9906 1.0463  0.385
H -0.9359 4.1495 0.1061  0.454
H 1.9384 3.6184 -0.7110  0.394
H 0.7343 3.6832 -2.0022  0.381
H 2.6362 2.2270 -2.6419  0.362
H 1.0869 1.3689 -2.6082  -0.054
H 3.4671 2.3324 -0.1730  0.355
H 4.3786 1.0152 -0.9057  0.422
H 4.2999 0.8936 1.5837  0.427
H 3.6954 -0.5584 0.7815  0.243
H 2.0961 2.6276 1.7211  0.149
H 2.7949 1.8662 3.1628  0.428
H 0.4896 2.4890 3.6940  0.452
H 0.6898 0.7346 3.6454  0.330
Se -7.1896 1.1410 -2.7655  -0.358
P -6.7551 -0.2294 -1.2330  0.660
C -7.1585 -1.9416 -1.7002  0.393
C -6.8358 -2.3411 -2.9935  -0.213
C -7.1477 -3.6128 -3.4450  -0.514
C -7.8089 -4.5007 -2.6049  -0.649
C -8.1655 -4.1021 -1.3252  -0.853
C -7.8490 -2.8242 -0.8726  -0.067
C -7.6262 0.0491 0.3283  0.528
C -8.6216 1.0137 0.3658  -0.868
C -9.3455 1.2220 1.5357  -0.591
C -9.0741 0.4669 2.6645  -0.552
C -8.0726 -0.4991 2.6329  -0.743
C -7.3490 -0.7056 1.4719  -0.359
C -5.0019 -0.2101 -0.7164  1.300
C -3.7496 -0.3904 -1.3221  -1.323
N -2.8392 -0.1444 -0.3570  0.510
N -3.4676 0.1870 0.7620  -0.904
N -4.7658 0.1629 0.5657  -0.306
P -3.0681 -0.9181 -2.9005  0.385
Se -0.9540 -0.5327 -3.0617  -0.273
C -3.9001 -0.0472 -4.2414  0.781
C -4.5052 -0.6897 -5.3165  -0.248
C -5.0828 0.0574 -6.3357  -0.755
C -5.0503 1.4413 -6.2835  -0.609
C -4.4337 2.0855 -5.2170  -0.625
C -3.8574 1.3459 -4.2004  -0.657
C -3.3612 -2.6889 -3.0220  1.261
C -2.9884 -3.3708 -4.1835  -0.953
C -3.1656 -4.7428 -4.2636  -1.078
C -3.6862 -5.4419 -3.1784  -0.674
C -4.0263 -4.7704 -2.0148  -0.910
C -3.8700 -3.3931 -1.9358  -0.078
H -6.3855 -1.6249 -3.6595  0.279
H -6.8887 -3.9068 -4.4556  0.447
H -8.0666 -5.4930 -2.9552  0.413
H -8.7073 -4.7791 -0.6770  0.438
H -8.1533 -2.5241 0.1194  0.474
H -8.8229 1.5972 -0.5237  0.294
H -10.1209 1.9770 1.5596  0.409
H -9.6394 0.6291 3.5744  0.395
H -7.8527 -1.0841 3.5180  0.403
H -6.5561 -1.4427 1.4602  0.494
H -4.5395 -1.7695 -5.3633  0.457
H -5.5642 -0.4450 -7.1655  0.440
H -5.5106 2.0220 -7.0737  0.389
H -4.4175 3.1668 -5.1731  0.404
H -3.3860 1.8474 -3.3644  0.316
H -2.5476 -2.8303 -5.0135  0.602
H -2.8905 -5.2701 -5.1694  0.473
H -3.8230 -6.5149 -3.2429  0.480
H -4.4253 -5.3144 -1.1677  0.545
H -4.1503 -2.8699 -1.0308  0.461
C 2.6427 -5.3778 -1.6817  -0.970
N 2.3907 -3.9072 -1.6587  0.024
C 1.2008 -3.5509 -2.4961  -0.934
C 2.2713 -3.3262 -0.2374  -0.744
C 1.0306 -3.7878 0.4613  0.158
C 1.0646 -5.0839 0.9959  -0.623
C -0.0640 -5.6205 1.5911  -0.787
C -1.2133 -4.8409 1.6549  -0.769
C -1.1988 -3.5411 1.1623  -0.071
C -0.0864 -2.9233 0.5553  0.020
H 2.8569 -5.6681 -2.7069  0.336
H 1.7498 -5.8807 -1.3251  0.487
H 3.4859 -5.6077 -1.0357  0.345
H 3.1992 -3.4558 -2.0772  0.318
H 0.3075 -3.9151 -1.9973  0.433
H 1.3209 -4.0025 -3.4783  0.342
H 1.1361 -2.4733 -2.5715  0.198
H 2.2548 -2.2469 -0.3823  -0.236
H 3.1950 -3.6201 0.2643  0.617
H 1.9779 -5.6786 0.9690  0.502
H -0.0453 -6.6206 2.0064  0.412
H -2.1105 -5.2414 2.1152  0.443
H -2.1292 -2.9760 1.2803  0.368

The HOMO energy is -9.251 eV. Its spin multiplicity is 1. Its total charge is +1.


Entry 2:
# C43H49BiN6O

A molecular structure, C43H49BiN6O (the ωB97M-V functional and the def2-TZVPD basis, the OMol25 dataset).

Each line ends with the Mulliken charge.
Cartesian coordinates (Å):
Bi -0.3964 -0.5626 0.6047  2.265
C -3.9594 -1.4560 -3.5401  -0.786
C -3.5606 -0.3160 -2.8572  -0.716
C -2.3076 -0.2546 -2.2624  0.242
C -1.4195 -1.3388 -2.3206  -0.250
C -1.8357 -2.4914 -3.0070  -0.355
C -3.0864 -2.5401 -3.6090  -0.844
N -0.2322 -1.2643 -1.5810  1.690
C 0.9305 -1.9422 -1.9000  -0.730
C 1.3405 -2.2546 -3.2052  -0.591
C 2.5508 -2.8837 -3.4431  -0.963
C 3.4023 -3.2259 -2.3885  -0.787
C 3.0285 -2.9364 -1.0918  -0.024
C 1.8099 -2.2998 -0.8363  -0.282
N 1.3467 -2.0111 0.4397  1.664
N 1.9745 -2.5156 1.4892  -1.527
C 1.2903 -2.3113 2.6509  -0.068
C 1.7835 -2.8672 3.8527  -0.852
C 1.0340 -2.7712 4.9925  -0.266
C -0.2076 -2.1105 4.9754  -0.908
C -0.6154 -1.5425 3.7978  -0.634
N 0.1212 -1.6222 2.6670  0.152
H -4.9352 -1.5018 -4.0104  0.413
H -4.2315 0.5344 -2.7788  0.433
H -2.0044 0.6481 -1.7302  0.076
H -1.1791 -3.3545 -3.0383  0.483
H -3.3902 -3.4455 -4.1271  0.380
H 0.7003 -1.9706 -4.0335  0.472
H 2.8484 -3.0990 -4.4637  0.407
H 4.3484 -3.7155 -2.5871  0.404
H 3.6636 -3.1795 -0.2474  0.459
H 2.7395 -3.3737 3.8226  0.508
H 1.3939 -3.2130 5.9135  0.392
H -0.8246 -2.0408 5.8620  0.451
H -1.5491 -0.9923 3.7076  0.363
C 1.4618 2.3446 1.5256  -0.591
C 2.3241 1.9204 0.5528  0.009
C 1.5753 2.0623 -0.7679  0.075
C 0.2974 2.5144 -0.4579  -0.706
C 0.2014 2.7475 0.9339  -0.404
C -0.8817 3.4797 1.6795  2.621
C -2.1291 3.6445 0.8102  -1.721
C -1.2500 2.7543 2.9839  -1.485
C -0.3197 4.8721 2.0355  -1.862
C 2.0186 1.9873 -2.2299  2.827
C 3.0456 0.8959 -2.5591  -1.636
C 0.7980 1.7191 -3.1286  -2.344
C 2.5848 3.3683 -2.6258  -1.912
C 3.7346 1.4323 0.8890  2.648
C 3.8804 -0.0858 0.6738  -1.209
C 4.0336 1.6785 2.3739  -2.334
C 4.8084 2.2032 0.1033  -1.745
H 1.6722 2.3875 2.5868  0.580
H -0.4895 2.7200 -1.1735  0.229
H -2.5442 2.6685 0.5347  0.084
H -1.9049 4.2020 -0.1045  0.283
H -2.8950 4.1976 1.3610  0.488
H -1.7139 1.7875 2.7780  0.101
H -1.9638 3.3635 3.5470  0.488
H -0.3692 2.6018 3.6172  0.264
H -0.0352 5.4211 1.1329  0.375
H 0.5623 4.7893 2.6754  0.335
H -1.0810 5.4485 2.5681  0.471
H 2.6613 -0.0982 -2.3155  0.090
H 3.9974 1.0332 -2.0529  0.029
H 3.2445 0.9181 -3.6334  0.603
H 0.2432 0.8385 -2.7903  0.632
H 1.1412 1.5336 -4.1490  0.534
H 0.1173 2.5740 -3.1647  0.348
H 3.4532 3.6487 -2.0303  0.287
H 1.8221 4.1392 -2.4885  0.325
H 2.8799 3.3551 -3.6795  0.500
H 3.2810 -0.6307 1.4089  -0.023
H 4.9272 -0.3790 0.8138  0.643
H 3.5670 -0.4152 -0.3131  -0.120
H 3.3493 1.1230 3.0213  0.312
H 3.9760 2.7409 2.6280  0.415
H 5.0474 1.3326 2.5897  0.474
H 4.7616 2.0300 -0.9690  0.289
H 5.7978 1.8874 0.4442  0.485
H 4.7146 3.2799 0.2792  0.340
O -2.5396 -0.0430 1.5166  -0.538
C -3.7305 -0.3082 1.0308  0.153
C -4.7567 0.6660 1.0745  -0.718
C -6.0167 0.4115 0.5799  -0.665
C -6.3222 -0.8248 -0.0016  -1.043
C -5.3365 -1.7846 -0.0628  -0.673
C -4.0529 -1.5535 0.4458  0.906
C -3.0452 -2.6090 0.4048  -0.229
N -1.7270 -2.5027 0.5428  1.224
C -1.1845 -3.7788 0.4369  -0.549
C -2.1844 -4.6650 0.2423  -1.202
N -3.3443 -3.9171 0.2275  -0.002
H -4.5105 1.6272 1.5135  0.475
H -6.7792 1.1828 0.6301  0.435
H -7.3097 -1.0218 -0.3984  0.403
H -5.5566 -2.7251 -0.5616  0.309
H -0.1207 -3.9594 0.4999  0.328
H -2.1815 -5.7369 0.1217  0.421
H -4.2760 -4.2732 0.1262  0.203

The HOMO energy (alpha / beta) is -6.927 / -6.393 eV. Its spin multiplicity is 1.


The evaluated energy relative to the best compared isomer or geometry (same formula, charge and spin) for the records listed, in turn: 0.0 6.1 kcal per mole.